C4H8N4 in the gas phase in a non-equilibrium geometry. Source: the OMol25 dataset; level of theory: the ωB97M-V functional and the def2-TZVPD basis.

As for the charge: 0. The calculation puts the HOMO-LUMO gap at 8.008 eV. For the energy relative to the best compared isomer or geometry (same formula, charge and spin), the calculation gives 722.3 kJ/mol. The largest force on an atom is 6.19 eV Å⁻¹. The structure (SMILES) is C1=C\NNCC/N=N/1.

```
16
C4H8N4 | the OMol25 dataset | the ωB97M-V functional and the def2-TZVPD basis
C -1.37483 0.72189 -0.29387
C -1.75737 -0.61164 0.04661
C 1.65647 -1.11779 0.02400
C 1.90472 0.25374 0.25872
H -2.30118 1.36055 -0.37919
H -0.64963 0.19399 -1.13065
H -2.29471 -1.13930 -0.73699
H -2.47638 -0.74536 0.79026
H 2.38593 -1.77303 -0.31708
H 2.96206 0.29666 0.19960
H 1.40012 2.16551 -0.17319
H -0.12654 0.36841 1.23767
N -0.45806 -1.07098 0.56183
N 0.38258 -1.46458 -0.31245
N 0.99556 1.31523 -0.29441
N -0.24873 1.24670 0.51916
```